Record 1
Formula: C16H26AlCl2F6LiN4O10P3S4
Source: the Open Molecules 2025 dataset
Level of theory: ωB97M-V/def2-TZVPD

Computed properties:
HOMO level: -9.9 eV
Charge: +1

Geometry (Å):
C 2.39 2.77 1.20
C 3.39 2.66 -0.11
C 3.04 4.01 -1.04
C 2.07 3.66 -2.31
C 0.52 3.29 -1.92
C -0.69 4.41 -1.66
P -0.12 6.25 -1.81
S -0.41 7.25 -0.13
C -2.26 3.96 -1.30
P -3.57 5.31 -0.99
O -3.40 6.68 -2.05
O -3.53 5.89 0.65
C -2.65 2.38 -1.21
P -4.37 1.64 -0.86
N -4.31 0.94 0.64
O -4.74 0.49 -2.13
O -5.69 2.77 -0.81
C -1.40 1.30 -1.44
N -1.66 -0.19 -1.34
S -0.05 -0.90 -1.62
N 1.06 0.45 -1.94
C 0.16 1.67 -1.79
H 2.42 3.88 1.56
H 1.30 2.53 0.79
H 2.76 1.99 2.00
H 3.25 1.67 -0.73
H 4.51 2.79 0.26
H 4.09 4.33 -1.49
H 2.68 4.92 -0.38
H 2.05 4.56 -3.10
H 2.55 2.72 -2.87
H -0.92 6.90 -2.83
H 1.28 6.39 -2.18
H -3.64 6.47 -3.00
H -4.41 6.33 0.89
H -5.06 1.41 1.23
H -3.96 0.58 -2.78
H -6.46 2.34 -1.32
C 0.09 -7.19 -3.03
O -0.83 -7.44 -1.97
C -0.31 -7.03 -0.70
C -0.91 -5.70 -0.25
O -0.48 -4.63 -1.10
C -1.49 -4.25 -2.04
H -0.45 -7.30 -3.98
H 0.50 -6.17 -2.99
H 0.90 -7.92 -3.00
H 0.79 -6.98 -0.73
H -0.59 -7.81 0.02
H -0.54 -5.47 0.75
H -2.00 -5.75 -0.21
H -2.28 -3.69 -1.53
H -1.92 -5.12 -2.55
H -1.03 -3.60 -2.79
Al -3.66 1.44 -4.21
Cl 2.04 3.01 3.29
C 0.89 -2.94 2.41
F 0.00 -2.49 1.47
F 0.17 -3.73 3.26
F 1.75 -3.77 1.76
S 1.76 -1.59 3.28
O 0.69 -0.83 3.94
O 2.47 -0.87 2.23
N 2.64 -2.51 4.22
S 3.58 -1.67 5.18
O 2.93 -0.92 6.25
O 4.70 -0.98 4.53
C 4.35 -3.09 6.03
F 5.01 -3.92 5.16
F 3.43 -3.87 6.67
F 5.27 -2.72 6.97
Cl -0.06 4.38 3.47
Li -3.66 -3.36 -1.88


Record 2
Formula: C32H36Cl12N5O2V
Source: the Open Molecules 2025 dataset
Level of theory: ωB97M-V/def2-TZVPD

Computed properties:
Expectation value of S²: 0.7781
HOMO level (spin up / spin down): -10.5 / -10.5 eV
Energy above the lowest of the compared OMol25 structures with the same formula, charge and spin: 20.6 kJ/mol
Spin multiplicity: 2
Charge: +1

Geometry (Å):
O 3.22 -1.04 -1.54
V 2.69 0.43 -1.49
C -1.06 0.28 0.97
C -0.47 -0.65 -0.01
C -1.51 -1.28 -1.01
O 0.68 -0.19 -0.60
H -1.30 1.25 0.55
H -0.39 0.36 1.83
H -2.04 -0.07 1.30
H -0.28 -1.46 0.69
H -2.25 -1.77 -0.39
H -1.09 -2.09 -1.60
H -2.03 -0.65 -1.74
N 3.20 1.27 0.55
C 2.33 1.70 1.48
C 2.69 2.06 2.80
C 4.03 1.98 3.15
C 4.89 1.52 2.21
C 4.53 1.23 0.94
H 1.30 1.74 1.18
H 1.93 2.37 3.50
H 4.34 2.27 4.14
H 5.92 1.46 2.52
H 5.30 0.97 0.23
N 2.75 -2.11 1.48
C 2.07 -1.77 2.59
C 2.18 -2.46 3.79
C 3.08 -3.53 3.86
C 3.83 -3.89 2.73
C 3.57 -3.19 1.54
H 1.36 -0.97 2.51
H 1.67 -2.12 4.68
H 3.25 -4.00 4.81
H 4.42 -4.80 2.72
H 4.10 -3.43 0.63
N 1.90 2.59 -1.60
C 2.84 3.63 -1.78
C 2.55 5.00 -1.72
C 1.24 5.36 -1.42
C 0.31 4.34 -1.23
C 0.61 3.02 -1.35
H 3.83 3.33 -2.08
H 3.28 5.77 -1.89
H 0.90 6.38 -1.36
H -0.65 4.72 -0.91
H -0.12 2.23 -1.23
N -5.02 1.91 3.22
C -6.37 1.86 3.39
C -7.26 1.91 2.33
C -6.73 1.78 1.07
C -5.36 1.81 0.86
C -4.54 1.80 1.97
H -6.68 1.98 4.42
H -8.30 2.01 2.62
H -7.29 2.04 0.18
H -4.98 1.79 -0.15
H -3.49 1.85 1.70
N 1.87 0.16 -3.70
C 1.17 -0.89 -4.23
C 0.85 -1.05 -5.56
C 1.18 -0.01 -6.41
C 1.79 1.13 -5.95
C 2.10 1.20 -4.58
H 0.82 -1.60 -3.50
H 0.29 -1.88 -5.95
H 0.99 0.00 -7.47
H 1.95 1.96 -6.62
H 2.56 2.07 -4.13
C -3.73 -2.34 -3.93
Cl -4.88 -1.41 -4.90
Cl -2.09 -2.42 -4.53
Cl -4.39 -3.94 -3.57
H -3.57 -1.72 -3.05
C -1.90 -4.14 2.06
Cl -2.03 -5.75 2.81
Cl -1.10 -2.92 3.12
Cl -3.55 -3.77 1.46
H -1.26 -4.25 1.19
C 0.44 -4.74 -2.06
Cl -1.33 -4.86 -1.94
Cl 1.15 -3.92 -0.69
Cl 1.07 -4.20 -3.59
H 0.74 -5.78 -1.91
C -1.45 1.65 4.29
Cl -1.16 2.83 3.03
Cl -2.08 2.39 5.72
Cl 0.07 0.80 4.73
H -2.14 0.92 3.87


Record 3
Formula: C22H52CrF7N5O10S2
Source: the Open Molecules 2025 dataset
Level of theory: ωB97M-V/def2-TZVPD

Computed properties:
Expectation value of S²: 6.0566
HOMO level (spin up / spin down): -14.2 / -14.2 eV
Spin multiplicity: 5
Charge: +2

Geometry (Å):
Cr 0.05 0.05 -1.68
F 0.53 1.15 0.01
C -3.43 -1.56 -2.97
F -4.65 -1.80 -2.37
F -2.55 -2.44 -2.42
F -3.49 -1.64 -4.26
S -3.08 0.29 -2.52
O -2.41 0.85 -3.65
O -4.34 0.89 -2.17
N -1.91 0.03 -1.27
S -2.82 0.02 0.07
O -4.16 -0.55 -0.03
O -1.99 -0.51 1.10
C -2.97 1.96 0.41
F -1.93 2.59 -0.10
F -4.15 2.41 -0.03
F -2.89 2.17 1.77
C -4.45 -3.00 3.53
O -4.02 -2.45 4.82
C -2.80 -1.63 4.76
C -2.64 -1.07 6.13
N -1.69 -0.01 6.33
C -0.26 -0.40 5.96
C 0.12 0.05 4.47
O 1.09 1.11 4.58
C 1.81 1.47 3.40
H -4.72 -2.12 2.95
H -5.41 -3.51 3.62
H -3.59 -3.55 3.14
H -2.87 -0.82 4.04
H -1.92 -2.20 4.45
H -2.32 -1.77 6.90
H -3.53 -0.50 6.41
H -1.97 0.87 5.92
H -0.13 -1.48 6.07
H 0.47 0.02 6.65
H -0.76 0.33 3.89
H 0.64 -0.76 3.96
H 1.13 1.84 2.64
H 2.47 0.62 3.20
H 2.52 2.28 3.53
C 3.94 1.47 -4.58
O 2.57 1.43 -4.09
C 1.69 2.22 -4.77
C 0.29 1.93 -4.35
N -0.10 1.96 -2.89
C 0.27 3.27 -2.22
C -0.42 4.50 -2.70
O -1.79 4.19 -2.95
C -2.64 5.24 -3.32
H 3.89 1.40 -5.67
H 4.42 0.62 -4.10
H 4.39 2.41 -4.27
H 1.82 2.12 -5.85
H 2.01 3.21 -4.43
H -0.05 0.98 -4.78
H -0.27 2.71 -4.86
H -1.03 2.34 -2.92
H 1.31 3.56 -2.07
H -0.03 3.16 -1.18
H 0.12 4.83 -3.59
H -0.41 5.31 -1.97
H -3.70 4.98 -3.38
H -2.22 5.41 -4.32
H -2.47 6.13 -2.72
C 0.25 -3.70 -1.62
C -0.31 -2.91 -0.49
C 0.04 -3.63 0.83
O -0.35 -2.98 1.96
C 0.54 -3.25 3.01
N 0.39 -1.67 -0.53
H 0.29 -4.79 -1.52
H 1.28 -3.39 -1.77
H -0.25 -3.61 -2.58
H -1.39 -2.81 -0.64
H 1.11 -3.80 0.82
H -0.30 -4.67 0.87
H 1.36 -2.54 2.96
H 0.84 -4.30 3.04
H -0.10 -3.05 3.87
H 0.13 -1.33 0.39
H 1.38 -1.83 -0.50
C 3.87 1.61 -0.77
C 3.54 0.12 -0.94
C 3.46 -0.60 0.45
O 3.15 -1.99 0.31
C 4.23 -2.83 -0.33
N 2.38 -0.09 -1.93
H 3.71 2.24 -1.64
H 4.87 1.76 -0.35
H 3.13 1.97 -0.05
H 4.41 -0.38 -1.38
H 2.62 -0.17 1.00
H 4.44 -0.46 0.90
H 5.27 -2.72 -0.03
H 4.20 -2.58 -1.38
H 3.93 -3.87 -0.16
H 2.55 0.52 -2.72
H 2.75 -0.91 -2.38


Record 4
Formula: C36H57IN2O16
Source: the Open Molecules 2025 dataset
Level of theory: ωB97M-V/def2-TZVPD

Computed properties:
HOMO level: -9.2 eV
SMILES string: C#CCCC[C@@H]1C(=O)NC[C@@]1(CCCI)NCCCC.C[C@@H]1COC(=O)O1.C[C@@H]1COC(=O)O1.C[C@@H]1COC(=O)O1.C[C@@H]1COC(=O)O1.C[C@@H]1COC(=O)O1

Geometry (Å):
C -3.62 3.00 -4.03
C -3.28 1.73 -3.88
C -2.91 0.19 -3.55
C -3.41 -0.12 -2.03
C -2.54 -1.32 -1.40
C -2.74 -2.76 -2.10
C -4.06 -3.64 -1.79
O -5.17 -3.34 -1.25
N -3.61 -5.02 -2.26
C -2.23 -5.13 -1.61
C -1.41 -3.70 -1.80
C -0.69 -3.57 -0.37
C 0.76 -4.34 -0.34
C 1.32 -4.47 1.20
I 2.92 -2.96 1.46
N -0.60 -4.00 -3.03
C 0.02 -2.78 -3.63
C 1.64 -2.69 -3.46
C 2.39 -4.12 -3.42
C 3.86 -4.05 -2.68
H -3.78 4.12 -3.79
H -1.75 0.11 -3.61
H -3.44 -0.55 -4.27
H -4.53 -0.41 -1.96
H -3.17 0.83 -1.39
H -1.40 -1.08 -1.45
H -2.78 -1.38 -0.26
H -2.75 -2.64 -3.27
H -3.32 -4.91 -3.25
H -1.73 -5.93 -2.28
H -2.21 -5.63 -0.58
H -1.35 -3.98 0.51
H -0.44 -2.47 -0.06
H 1.49 -3.59 -0.85
H 0.69 -5.35 -0.88
H 1.83 -5.50 1.26
H 0.48 -4.31 1.97
H -1.21 -4.41 -3.75
H -0.41 -1.78 -3.26
H -0.18 -2.83 -4.78
H 1.83 -2.16 -2.44
H 2.03 -2.08 -4.36
H 1.81 -4.95 -2.87
H 2.50 -4.48 -4.52
H 4.04 -5.06 -2.14
H 3.88 -3.24 -1.87
H 4.66 -3.93 -3.50
C -6.53 -2.52 1.34
C -6.95 -2.61 2.79
C -6.09 -3.53 3.60
O -6.99 -3.98 4.61
C -8.25 -3.90 4.08
O -9.23 -4.38 4.58
O -8.24 -3.20 2.91
H -7.14 -1.78 0.81
H -5.48 -2.25 1.24
H -6.69 -3.48 0.82
H -6.99 -1.61 3.23
H -5.24 -3.02 4.05
H -5.74 -4.41 3.05
C 6.11 0.71 1.13
C 5.58 0.59 -0.28
C 5.20 1.91 -0.90
O 4.17 1.55 -1.80
C 3.59 0.42 -1.30
O 2.56 -0.05 -1.70
O 4.34 -0.11 -0.30
H 6.44 -0.26 1.49
H 6.96 1.40 1.17
H 5.34 1.06 1.82
H 6.29 0.04 -0.91
H 6.04 2.37 -1.43
H 4.80 2.63 -0.18
C -2.12 4.91 -1.15
C -0.66 5.31 -1.21
C 0.00 4.97 -2.52
O 1.35 4.78 -2.14
C 1.34 4.39 -0.83
O 2.29 3.94 -0.25
O 0.11 4.56 -0.28
H -2.57 5.25 -0.21
H -2.69 5.34 -1.98
H -2.23 3.82 -1.18
H -0.55 6.37 -0.97
H -0.09 5.79 -3.25
H -0.37 4.05 -2.97
C 9.77 4.76 2.61
C 8.42 4.18 2.95
C 8.02 4.39 4.38
O 7.18 3.28 4.64
C 7.57 2.28 3.79
O 7.21 1.14 3.86
O 8.42 2.76 2.83
H 9.97 4.65 1.53
H 9.83 5.82 2.86
H 10.57 4.22 3.12
H 7.65 4.58 2.27
H 7.48 5.33 4.53
H 8.87 4.35 5.08
C -3.32 3.09 4.49
C -4.21 3.18 3.28
C -3.54 2.75 2.01
O -4.21 3.53 1.02
C -4.66 4.65 1.65
O -5.09 5.62 1.08
O -4.55 4.54 3.00
H -3.88 3.34 5.40
H -2.91 2.08 4.61
H -2.49 3.81 4.44
H -5.14 2.63 3.44
H -3.66 1.69 1.81
H -2.47 3.00 1.97


Record 5
Formula: C6H8N4
Source: the Open Molecules 2025 dataset
Level of theory: ωB97M-V/def2-TZVPD

Computed properties:
HOMO level: -8.5 eV
Energy above the lowest of the compared OMol25 structures with the same formula, charge and spin: 512.4 kJ/mol
SMILES string: C#Cc1ccn(N(C)N)n1

Geometry (Å):
C 4.23 0.62 0.27
C 3.03 0.38 0.17
C 1.76 -0.14 -0.12
C 1.33 -1.47 -0.26
C -0.02 -1.46 -0.46
N -0.40 -0.13 -0.27
N -1.68 0.43 -0.51
C -2.67 -0.23 0.29
N -1.68 1.81 -0.15
N 0.68 0.69 -0.14
H 5.13 0.96 0.65
H 2.17 -2.25 -0.27
H -0.54 -2.38 -0.54
H -3.73 0.10 0.15
H -2.80 -1.22 0.00
H -2.26 -0.26 1.39
H -1.25 2.16 0.73
H -1.30 2.38 -0.94


Record 6
Formula: C7H11N2Si
Source: the Open Molecules 2025 dataset
Level of theory: ωB97M-V/def2-TZVPD

Computed properties:
HOMO level (spin up / spin down): -12.6 / -13.4 eV
Energy above the lowest of the compared OMol25 structures with the same formula, charge and spin: 374.8 kJ/mol
Charge: +1

Geometry (Å):
C -0.49 -2.11 -2.56
C -1.17 -2.36 -1.35
C 0.55 -1.23 -2.61
C -0.71 -1.58 -0.27
C 0.96 -0.48 -1.55
C 0.42 -0.73 -0.29
C -1.15 2.20 2.05
N 0.16 1.97 1.48
N 0.90 -0.24 0.77
Si 1.56 0.93 1.77
H -0.51 -2.71 -3.40
H -2.02 -2.99 -1.34
H 0.98 -1.18 -3.63
H -1.32 -1.57 0.70
H 1.99 0.07 -1.55
H -1.42 1.78 3.07
H -1.29 3.25 2.11
H -2.10 1.95 1.44
H 0.27 2.80 0.83
H 2.63 1.84 1.25
H 1.74 0.40 3.09


Record 7
Formula: C5H6IrO3
Source: the Open Molecules 2025 dataset
Level of theory: ωB97M-V/def2-TZVPD

Computed properties:
Expectation value of S²: 8.7584
HOMO level (spin up / spin down): -14.9 / -17.6 eV
Energy above the lowest of the compared OMol25 structures with the same formula, charge and spin: 45.6 kJ/mol
Spin multiplicity: 6
Charge: +2

Geometry (Å):
O 0.09 -2.38 1.49
C -0.25 -1.33 0.95
O -0.06 -1.10 -0.32
O -0.79 -0.33 1.60
C -0.96 0.79 0.71
C -0.60 0.21 -0.67
C 0.42 1.00 -1.43
C 1.75 0.95 -1.11
Ir 0.12 -3.22 3.08
H -0.28 1.59 1.03
H -2.00 1.13 0.77
H -1.49 0.03 -1.28
H 0.04 1.87 -1.98
H 1.85 0.66 -2.30
H 2.15 0.11 -0.54


Record 8
Formula: C4H5FO
Source: the Open Molecules 2025 dataset
Level of theory: ωB97M-V/def2-TZVPD

Computed properties:
HOMO level: -9.9 eV
Energy above the lowest of the compared OMol25 structures with the same formula, charge and spin: 54.2 kJ/mol
SMILES string: C/C=C(/F)C=O

Geometry (Å):
C -1.98 -0.50 0.04
C -0.54 -1.11 -0.09
C 0.56 -0.33 -0.05
F 1.71 -1.01 0.05
C 0.67 1.15 0.00
O -0.24 1.95 0.00
H -2.69 -0.83 -0.68
H -2.51 -0.75 1.00
H -1.86 0.52 -0.10
H -0.30 -2.12 -0.09
H 1.73 1.48 0.01


Please write out number 3 again, unchanged.
Formula: C22H52CrF7N5O10S2
Source: the Open Molecules 2025 dataset
Level of theory: ωB97M-V/def2-TZVPD

Computed properties:
Expectation value of S²: 6.0566
HOMO level (spin up / spin down): -14.2 / -14.2 eV
Spin multiplicity: 5
Charge: +2

Geometry (Å):
Cr 0.05 0.05 -1.68
F 0.53 1.15 0.01
C -3.43 -1.56 -2.97
F -4.65 -1.80 -2.37
F -2.55 -2.44 -2.42
F -3.49 -1.64 -4.26
S -3.08 0.29 -2.52
O -2.41 0.85 -3.65
O -4.34 0.89 -2.17
N -1.91 0.03 -1.27
S -2.82 0.02 0.07
O -4.16 -0.55 -0.03
O -1.99 -0.51 1.10
C -2.97 1.96 0.41
F -1.93 2.59 -0.10
F -4.15 2.41 -0.03
F -2.89 2.17 1.77
C -4.45 -3.00 3.53
O -4.02 -2.45 4.82
C -2.80 -1.63 4.76
C -2.64 -1.07 6.13
N -1.69 -0.01 6.33
C -0.26 -0.40 5.96
C 0.12 0.05 4.47
O 1.09 1.11 4.58
C 1.81 1.47 3.40
H -4.72 -2.12 2.95
H -5.41 -3.51 3.62
H -3.59 -3.55 3.14
H -2.87 -0.82 4.04
H -1.92 -2.20 4.45
H -2.32 -1.77 6.90
H -3.53 -0.50 6.41
H -1.97 0.87 5.92
H -0.13 -1.48 6.07
H 0.47 0.02 6.65
H -0.76 0.33 3.89
H 0.64 -0.76 3.96
H 1.13 1.84 2.64
H 2.47 0.62 3.20
H 2.52 2.28 3.53
C 3.94 1.47 -4.58
O 2.57 1.43 -4.09
C 1.69 2.22 -4.77
C 0.29 1.93 -4.35
N -0.10 1.96 -2.89
C 0.27 3.27 -2.22
C -0.42 4.50 -2.70
O -1.79 4.19 -2.95
C -2.64 5.24 -3.32
H 3.89 1.40 -5.67
H 4.42 0.62 -4.10
H 4.39 2.41 -4.27
H 1.82 2.12 -5.85
H 2.01 3.21 -4.43
H -0.05 0.98 -4.78
H -0.27 2.71 -4.86
H -1.03 2.34 -2.92
H 1.31 3.56 -2.07
H -0.03 3.16 -1.18
H 0.12 4.83 -3.59
H -0.41 5.31 -1.97
H -3.70 4.98 -3.38
H -2.22 5.41 -4.32
H -2.47 6.13 -2.72
C 0.25 -3.70 -1.62
C -0.31 -2.91 -0.49
C 0.04 -3.63 0.83
O -0.35 -2.98 1.96
C 0.54 -3.25 3.01
N 0.39 -1.67 -0.53
H 0.29 -4.79 -1.52
H 1.28 -3.39 -1.77
H -0.25 -3.61 -2.58
H -1.39 -2.81 -0.64
H 1.11 -3.80 0.82
H -0.30 -4.67 0.87
H 1.36 -2.54 2.96
H 0.84 -4.30 3.04
H -0.10 -3.05 3.87
H 0.13 -1.33 0.39
H 1.38 -1.83 -0.50
C 3.87 1.61 -0.77
C 3.54 0.12 -0.94
C 3.46 -0.60 0.45
O 3.15 -1.99 0.31
C 4.23 -2.83 -0.33
N 2.38 -0.09 -1.93
H 3.71 2.24 -1.64
H 4.87 1.76 -0.35
H 3.13 1.97 -0.05
H 4.41 -0.38 -1.38
H 2.62 -0.17 1.00
H 4.44 -0.46 0.90
H 5.27 -2.72 -0.03
H 4.20 -2.58 -1.38
H 3.93 -3.87 -0.16
H 2.55 0.52 -2.72
H 2.75 -0.91 -2.38


Which formula does entry 6 have?
C7H11N2Si